No. 1
DFT (wB97M-V/def2-TZVPD) results for a 8-piece molecular cluster, C24H56N8O8 overall at a distorted geometry.

XYZ file:
```
96
Properties=species:S:1:pos:R:3:lowdin_charge:R:1
C -13.635 -17.082 -9.502 -0.356
O -12.554 -16.646 -9.865 0.005
N -14.713 -17.296 -10.262 -0.184
C -15.904 -17.947 -9.717 -0.055
C -14.647 -17.183 -11.719 -0.030
H -13.864 -17.388 -8.469 0.137
H -15.791 -18.068 -8.638 0.082
H -16.169 -18.889 -10.188 0.089
H -16.764 -17.271 -9.712 0.088
H -14.963 -16.156 -11.924 0.091
H -13.615 -17.273 -12.050 0.075
H -15.316 -17.881 -12.213 0.085
C -2.925 -16.781 -13.677 -0.356
O -1.901 -17.428 -13.561 0.007
N -4.042 -16.972 -12.951 -0.177
C -5.199 -16.128 -13.093 -0.068
C -4.069 -17.968 -11.840 0.002
H -3.049 -15.900 -14.326 0.128
H -4.996 -15.342 -13.825 0.082
H -5.404 -15.586 -12.168 0.080
H -6.105 -16.631 -13.437 0.079
H -4.066 -17.457 -10.881 0.070
H -4.975 -18.531 -12.034 0.043
H -3.241 -18.667 -11.925 0.091
C -8.474 -15.562 -10.398 -0.297
O -7.421 -16.177 -10.503 -0.024
N -9.441 -15.606 -11.328 -0.168
C -9.394 -16.462 -12.478 -0.060
C -10.515 -14.615 -11.325 -0.051
H -8.850 -14.981 -9.542 0.146
H -10.275 -17.068 -12.681 0.081
H -8.476 -17.035 -12.610 0.069
H -9.255 -15.823 -13.365 0.092
H -10.779 -14.374 -10.295 0.062
H -10.158 -13.725 -11.847 0.089
H -11.462 -14.930 -11.758 0.079
C -3.181 -15.518 -6.339 -0.362
O -2.351 -16.022 -5.612 0.017
N -3.333 -15.773 -7.653 -0.200
C -4.472 -15.262 -8.462 -0.034
C -2.520 -16.715 -8.383 -0.065
H -3.956 -14.780 -6.069 0.128
H -5.012 -16.062 -8.959 0.069
H -4.047 -14.533 -9.154 0.088
H -5.049 -14.655 -7.764 0.078
H -3.001 -17.687 -8.273 0.101
H -2.243 -16.418 -9.397 0.086
H -1.505 -16.677 -7.976 0.090
C -11.423 -12.298 -8.528 -0.345
O -10.922 -13.209 -7.882 0.000
N -12.599 -12.415 -9.154 -0.176
C -13.267 -11.318 -9.817 -0.072
C -13.419 -13.627 -9.006 -0.033
H -11.002 -11.281 -8.514 0.137
H -14.181 -10.969 -9.323 0.089
H -13.671 -11.629 -10.783 0.084
H -12.598 -10.461 -9.872 0.075
H -14.455 -13.322 -8.855 0.088
H -13.430 -14.192 -9.939 0.070
H -13.040 -14.261 -8.212 0.088
C -7.391 -21.616 -10.061 -0.321
O -7.712 -21.674 -8.903 0.026
N -7.125 -20.395 -10.703 -0.175
C -6.708 -20.616 -12.089 -0.069
C -7.253 -19.105 -10.096 -0.065
H -7.083 -22.505 -10.624 0.131
H -5.866 -21.307 -12.045 0.088
H -6.409 -19.709 -12.607 0.064
H -7.530 -21.034 -12.676 0.076
H -8.130 -18.514 -10.379 0.073
H -7.343 -19.145 -9.010 0.095
H -6.428 -18.425 -10.305 0.055
C -11.892 -21.561 -16.300 -0.335
O -11.578 -22.730 -16.414 0.013
N -11.692 -20.885 -15.142 -0.202
C -11.751 -19.423 -15.027 -0.052
C -11.378 -21.554 -13.908 -0.060
H -12.210 -20.931 -17.137 0.131
H -10.763 -19.123 -14.683 0.084
H -12.503 -19.034 -14.335 0.073
H -12.110 -19.041 -15.983 0.082
H -11.955 -21.209 -13.054 0.091
H -11.592 -22.616 -14.055 0.087
H -10.299 -21.609 -13.731 0.088
C -9.659 -9.338 -11.165 -0.340
O -9.159 -10.436 -11.008 0.013
N -10.753 -9.109 -11.915 -0.188
C -11.416 -10.165 -12.645 -0.051
C -11.477 -7.864 -11.806 -0.070
H -9.284 -8.386 -10.766 0.133
H -12.439 -10.326 -12.297 0.065
H -10.906 -11.110 -12.469 0.077
H -11.494 -10.020 -13.723 0.093
H -10.798 -7.157 -11.318 0.081
H -11.713 -7.308 -12.716 0.090
H -12.378 -7.911 -11.192 0.087
```

## Properties
- Energy relative to the best compared isomer or geometry (same formula, charge and spin): 6.817 eV
- Kohn-Sham gap: 8.804 eV
- SMILES string: CN(C)C=O.CN(C)C=O.CN(C)C=O.CN(C)C=O.CN(C)C=O.CN(C)C=O.CN(C)C=O.CN(C)C=O
- Net charge: 0

=====

No. 2
DFT (wB97M-V/def2-TZVPD) results for C8H24BrMnN2O3 as an isolated structure at a distorted geometry.

XYZ file:
```
39
Properties=species:S:1:pos:R:3:lowdin_charge:R:1
Mn -26.907 5.791 12.295 0.959
Br -25.680 4.796 13.672 0.889
C -26.766 5.035 16.720 -0.075
C -26.234 3.645 16.526 -0.428
C -26.437 2.626 17.654 -0.147
O -25.859 3.080 18.897 -0.191
C -25.524 2.030 19.808 -0.098
N -26.699 3.170 15.211 0.001
H -27.852 5.125 16.723 0.090
H -26.349 5.738 15.999 0.022
H -26.401 5.545 17.612 0.092
H -25.166 3.842 16.436 0.080
H -25.860 1.794 17.252 0.105
H -27.455 2.299 17.870 0.138
H -24.853 2.383 20.591 0.102
H -24.987 1.265 19.247 0.059
H -26.342 1.535 20.332 0.093
H -26.125 2.367 14.997 0.035
H -26.472 3.838 14.489 -0.296
C -23.637 0.541 13.713 -0.048
C -24.311 1.871 13.907 -0.437
C -23.740 2.622 15.182 -0.173
O -24.089 1.857 16.353 -0.219
C -23.445 2.261 17.558 -0.070
N -24.403 2.688 12.710 0.011
H -24.202 -0.041 12.985 0.087
H -23.665 -0.088 14.602 0.086
H -22.590 0.621 13.420 0.088
H -25.335 1.548 14.095 0.114
H -24.118 3.637 15.301 0.059
H -22.670 2.824 15.127 0.137
H -22.361 2.301 17.454 0.105
H -23.820 1.591 18.332 0.063
H -23.751 3.257 17.876 0.097
H -23.542 3.213 12.761 0.064
H -25.050 3.428 12.942 -0.199
O -22.994 5.739 12.931 -0.083
H -22.832 6.044 12.038 0.046
H -23.911 5.464 12.927 -0.161
```

## Properties
- Energy relative to the best compared isomer or geometry (same formula, charge and spin): 4.824 eV
- Multiplicity: 6
- Kohn-Sham gap (spin up / spin down): 4.828 / 4.596 eV
- Net charge: +1

=====

No. 3
DFT (wB97M-V/def2-TZVPD) results for C45H47N8O2Sc as an isolated structure at a distorted geometry.

XYZ file:
```
103
Properties=species:S:1:pos:R:3:lowdin_charge:R:1
Sc -13.248 8.973 7.995 1.051
C -16.326 10.276 9.267 -0.140
C -17.240 10.804 10.386 -0.153
C -18.510 11.252 9.820 -0.300
C -19.794 10.757 10.175 -0.003
C -20.862 11.135 9.351 -0.081
C -20.667 12.003 8.315 -0.077
C -19.411 12.621 8.221 -0.126
N -18.343 12.329 8.987 0.107
N -14.843 9.958 9.634 -0.149
C -14.149 11.165 10.241 -0.130
C -12.760 10.808 10.472 -0.290
C -12.078 11.602 11.440 -0.025
C -10.721 11.641 11.592 -0.003
C -10.044 10.825 10.595 -0.044
C -10.665 10.007 9.757 -0.077
N -12.061 10.057 9.632 0.067
C -14.853 8.809 10.619 -0.172
C -14.288 7.538 10.132 -0.327
C -13.930 6.536 11.046 -0.064
C -13.743 5.231 10.581 -0.098
C -14.115 4.941 9.235 -0.095
C -14.412 5.945 8.358 -0.158
N -14.367 7.263 8.722 -0.068
H -16.332 10.934 8.394 0.107
H -16.796 9.340 8.937 0.123
H -16.734 11.751 10.762 0.136
H -17.382 10.070 11.156 0.098
H -19.883 10.179 11.126 0.125
H -21.848 10.824 9.624 0.101
H -21.417 12.347 7.676 0.084
H -19.288 13.461 7.489 0.118
H -14.586 11.455 11.228 0.132
H -14.173 12.023 9.483 0.175
H -12.736 12.252 11.955 0.099
H -10.202 12.358 12.281 0.131
H -8.959 10.987 10.556 0.119
H -10.148 9.394 9.095 0.087
H -15.895 8.589 11.115 0.151
H -14.319 9.061 11.550 0.120
H -13.600 6.868 12.043 0.116
H -13.430 4.433 11.204 0.079
H -14.231 3.920 8.968 0.084
H -14.832 5.682 7.395 0.079
C -12.072 12.823 5.498 -0.105
C -10.878 12.399 4.907 -0.101
C -10.414 11.085 5.028 -0.029
C -11.262 10.085 5.583 -0.109
C -12.651 10.480 5.865 -0.290
C -13.000 11.868 5.845 -0.042
C -10.728 8.820 6.022 -0.271
C -9.616 8.221 5.312 -0.018
C -8.916 7.243 5.949 -0.050
C -9.431 6.583 7.124 -0.181
C -8.665 5.617 7.799 -0.054
C -9.090 5.190 9.061 -0.070
C -10.122 5.983 9.724 -0.082
C -10.830 6.941 9.098 -0.081
C -10.498 7.271 7.752 -0.213
N -11.213 8.309 7.163 0.010
H -12.267 13.862 5.548 0.083
H -10.252 13.171 4.462 0.095
H -9.358 10.863 4.854 0.106
H -13.935 12.116 6.225 0.077
H -9.238 8.768 4.510 0.077
H -7.905 6.922 5.655 0.106
H -7.761 5.221 7.228 0.128
H -8.596 4.388 9.498 0.062
H -10.241 5.805 10.793 0.101
H -11.528 7.600 9.643 0.081
O -16.457 4.887 5.608 -0.052
C -17.865 4.833 5.356 -0.191
N -18.530 4.133 6.484 0.111
C -19.688 4.682 6.907 -0.475
O -20.268 5.569 6.303 0.060
C -20.311 4.097 8.097 -0.103
C -21.609 4.526 8.451 -0.011
C -22.194 4.052 9.587 -0.067
C -21.654 2.933 10.229 -0.125
N -20.449 2.468 9.887 0.052
C -19.799 3.071 8.906 -0.099
H -15.982 5.337 4.902 0.081
H -18.048 4.311 4.430 0.121
H -18.393 5.783 5.339 0.108
H -17.958 3.729 7.211 0.127
H -22.122 5.218 7.790 0.122
H -23.150 4.519 9.802 0.104
H -22.184 2.406 11.047 0.115
H -18.812 2.590 8.784 0.119
C -14.062 8.579 3.847 -0.029
C -14.670 9.166 5.132 -0.594
C -15.512 10.396 4.742 -0.053
C -15.622 8.253 5.847 -0.068
N -13.594 9.541 6.134 -0.125
H -14.671 7.737 3.436 0.076
H -13.072 8.087 3.981 0.085
H -13.956 9.348 3.004 0.103
H -16.297 9.906 4.169 0.086
H -15.006 11.158 4.147 0.080
H -15.832 10.835 5.692 0.073
H -16.383 7.803 5.203 0.082
H -16.164 8.818 6.637 0.084
H -15.001 7.420 6.253 0.064
```

## Properties
- Kohn-Sham gap (spin up / spin down): 3.758 / 4.488 eV
- Net charge: 0

=====

No. 4
DFT (wB97M-V/def2-TZVPD) results for a 5-piece molecular cluster, C2H13NO3S overall at a distorted geometry.

XYZ file:
```
20
Properties=species:S:1:pos:R:3:lowdin_charge:R:1
C -0.093 0.808 -0.619 -0.338
C -0.235 0.247 0.827 -0.648
S 1.166 0.427 1.778 0.902
N -1.422 0.765 -1.080 0.075
H 0.277 -2.213 -2.671 0.018
H 0.564 0.120 -1.179 0.099
H -0.723 -0.770 0.667 0.115
H -1.071 0.747 1.368 0.088
H 0.530 -1.778 -3.226 0.036
H -1.519 1.304 -1.934 0.107
H 0.324 1.802 -0.625 0.110
H -1.740 -2.294 -1.152 0.003
H -1.633 -0.276 -1.135 0.022
O -1.042 -1.651 -0.953 -0.287
H -0.370 2.745 4.177 0.036
H 0.034 1.760 3.076 -0.107
O -0.680 2.362 3.349 -0.103
H 2.458 -2.144 -0.136 0.037
H 2.443 -0.632 0.037 -0.074
O 2.733 -1.329 -0.568 -0.092
```

## Properties
- Energy relative to the best compared isomer or geometry (same formula, charge and spin): 6.875 eV
- Kohn-Sham gap: 4.988 eV
- Net charge: 0

=====

No. 5
DFT (wB97M-V/def2-TZVPD) results for a 2-piece molecular cluster, C3H6BrF overall at a distorted geometry.

XYZ file:
```
11
Properties=species:S:1:pos:R:3:lowdin_charge:R:1
C 0.880 0.289 0.813 -0.022
C 0.205 -0.886 -1.405 -0.029
C 0.614 0.222 -0.446 -0.415
F 0.495 1.398 -1.173 -0.016
Br -1.996 0.486 2.621 0.347
H -2.345 1.313 1.512 -0.259
H 0.624 -0.497 1.552 0.049
H 1.231 1.262 1.272 0.095
H -0.897 -0.959 -1.426 0.083
H 0.651 -1.860 -0.930 0.118
H 0.536 -0.769 -2.391 0.048
```

## Properties
- Energy relative to the best compared isomer or geometry (same formula, charge and spin): 1.161 eV
- Kohn-Sham gap: 10.356 eV
- SMILES string: C=C(C)F.Br
- Net charge: 0

=====

no.,energy (hartree)
1,-1987.9588
2,-4378.8600
3,-3092.1510
4,-762.4004
5,-2791.7393